# 1
{"formula": "C3H23O10S", "method": "wB97M-V/def2-TZVPD", "elements": ["O", "C", "C", "C", "S", "H", "H", "H", "H", "H", "H", "H", "O", "H", "H", "O", "H", "H", "O", "H", "H", "O", "H", "H", "O", "H", "H", "O", "H", "H", "O", "H", "H", "O", "H", "H", "O"], "coordinates": [[1.306, 0.421, 0.858], [1.503, -0.618, 0.238], [2.964, -1.175, -0.134], [3.235, -0.335, -1.377], [1.509, 0.228, -1.804], [0.677, -1.322, 0.333], [3.657, -0.970, 0.705], [3.097, -2.327, -0.260], [3.883, 0.486, -1.319], [3.541, -0.967, -2.248], [-1.405, -3.901, 0.531], [-0.161, -4.522, -0.350], [-1.051, -4.374, -0.192], [-3.984, 0.771, 2.547], [-2.461, 0.687, 2.943], [-3.369, 0.507, 3.298], [0.000, 1.164, 1.814], [-0.948, 2.256, 1.460], [-0.866, 1.520, 2.118], [0.092, 3.549, -2.175], [1.220, 3.502, -3.271], [0.771, 4.070, -2.668], [-1.936, 0.736, 1.018], [-2.277, 0.110, -0.362], [-2.669, 0.607, 0.373], [-0.933, 3.143, -1.242], [-1.619, 1.863, -1.776], [-1.555, 2.794, -1.889], [-2.351, -2.556, 3.289], [-1.514, -1.751, 2.299], [-1.563, -2.573, 2.822], [0.781, -3.402, -1.734], [-0.095, -2.394, -2.512], [0.154, -3.319, -2.463], [1.154, 2.064, 0.066], [0.767, 3.266, 0.913], [0.445, 2.762, 0.150]], "lowdin_charge": [-0.217, -0.554, -0.232, -0.542, 0.578, 0.084, 0.089, 0.116, 0.028, 0.051, -0.003, -0.017, -0.017, 0.058, -0.006, -0.119, 0.023, 0.058, -0.104, -0.019, 0.003, -0.088, -0.022, 0.040, -0.081, -0.004, 0.011, -0.046, -0.007, 0.039, -0.028, 0.012, 0.007, -0.076, 0.023, 0.069, -0.110], "e_lumo_ha": 0.105, "charge": -1, "spin_multiplicity": 1, "fmax_ev_per_a": 3.8, "relative_energy_kcal_mol": 80.74}


# 2
{"formula": "C3H27N2O11", "method": "wB97M-V/def2-TZVPD", "elements": ["C", "C", "N", "C", "N", "H", "H", "H", "H", "H", "H", "H", "O", "H", "H", "O", "H", "H", "O", "H", "H", "O", "H", "H", "O", "H", "H", "O", "H", "H", "O", "H", "H", "O", "H", "H", "O", "H", "H", "O", "H", "H", "O"], "coordinates": [[-0.026, -0.191, -0.956], [-1.362, -0.586, -1.114], [-1.881, -0.168, -2.305], [-0.887, 0.655, -2.849], [0.239, 0.440, -2.180], [0.824, -0.535, -0.342], [-1.848, -1.026, -0.228], [-2.894, -0.206, -2.402], [-0.942, 1.076, -3.864], [1.091, 0.913, -2.496], [0.740, 4.192, -1.066], [-0.737, 3.861, -1.535], [-0.108, 4.559, -1.309], [2.212, -2.236, -0.032], [2.422, -2.661, 1.502], [2.637, -2.018, 0.843], [1.353, 2.411, 1.376], [1.015, 3.922, 1.970], [1.256, 3.346, 1.247], [2.320, -0.286, 1.001], [3.230, 0.817, 1.357], [2.286, 0.682, 1.157], [-2.195, -0.514, 2.299], [-2.610, -0.976, 3.682], [-2.605, -1.238, 2.766], [-2.701, -2.425, 1.648], [-2.128, -3.715, 0.960], [-2.786, -3.036, 0.864], [-2.438, -3.014, -2.553], [-3.081, -2.908, -1.125], [-2.845, -2.415, -1.916], [-1.875, 2.526, 3.099], [-0.916, 2.085, 2.046], [-1.821, 2.382, 2.142], [2.655, -2.558, -2.160], [1.891, -3.731, -2.033], [1.761, -2.781, -1.854], [3.147, 1.804, -2.902], [3.069, 2.109, -1.376], [2.802, 1.506, -2.067], [0.398, -0.692, 3.957], [1.050, 0.449, 3.130], [0.286, 0.181, 3.619]], "lowdin_charge": [0.006, -0.080, 0.111, -0.030, 0.093, 0.100, 0.117, 0.174, 0.162, 0.118, -0.003, 0.025, -0.053, 0.032, 0.055, -0.049, -0.031, 0.054, -0.041, -0.008, 0.082, -0.083, 0.035, 0.071, -0.020, 0.002, 0.039, -0.071, 0.069, 0.023, -0.062, 0.051, -0.014, -0.054, 0.068, 0.076, -0.053, 0.059, 0.057, -0.028, 0.029, -0.006, -0.026], "e_lumo_ha": -0.101, "charge": 1, "spin_multiplicity": 1, "fmax_ev_per_a": 3.7, "relative_energy_kcal_mol": 32.31}


# 3
{"formula": "C3H28NO11", "method": "wB97M-V/def2-TZVPD", "elements": ["C", "O", "C", "C", "N", "H", "H", "H", "H", "H", "H", "H", "H", "H", "H", "O", "H", "H", "O", "H", "H", "O", "H", "H", "O", "H", "H", "O", "H", "H", "O", "H", "H", "O", "H", "H", "O", "H", "H", "O", "H", "H", "O"], "coordinates": [[0.699, -0.286, 0.222], [-0.644, -0.338, 0.030], [1.322, -0.178, -1.135], [2.682, 0.521, -1.359], [1.715, -1.718, -1.500], [0.988, -1.139, 0.868], [0.866, 0.618, 0.960], [0.543, 0.161, -1.882], [2.445, 1.670, -1.655], [3.293, 0.485, -0.437], [3.160, 0.010, -2.259], [1.267, -2.420, -0.958], [1.474, -1.840, -2.418], [-2.448, 0.004, -2.267], [-1.183, -0.410, -1.333], [-1.939, -0.758, -2.009], [-1.103, -1.872, 0.470], [-1.755, -2.975, -0.302], [-1.358, -2.865, 0.539], [1.046, 0.045, 3.466], [-0.043, -0.385, 2.571], [0.637, -0.720, 3.172], [0.412, 3.975, 0.917], [0.109, 3.139, -0.300], [0.415, 4.006, -0.047], [2.959, -1.410, 2.331], [3.237, -1.259, 0.878], [3.668, -0.906, 1.701], [-2.457, -0.101, 0.384], [-3.376, -0.360, -0.891], [-3.301, 0.134, -0.080], [1.193, -3.098, 2.013], [0.334, -3.394, 0.803], [1.180, -3.423, 1.168], [-1.040, 1.208, -0.364], [-2.254, 1.900, -0.246], [-1.349, 2.122, -0.459], [-1.101, 1.340, 1.543], [-1.731, 2.658, 1.767], [-1.434, 1.859, 2.330], [-1.452, 1.344, -3.076], [-1.209, 2.594, -2.184], [-1.174, 2.288, -3.128]], "lowdin_charge": [-0.358, -0.379, -0.315, -0.079, 0.067, 0.072, 0.139, 0.127, 0.113, 0.054, 0.079, 0.015, 0.009, -0.003, 0.018, -0.142, 0.037, 0.018, -0.077, 0.009, 0.023, -0.021, 0.027, -0.030, -0.070, 0.094, 0.017, -0.140, 0.033, 0.007, -0.079, -0.023, -0.048, -0.014, -0.011, 0.048, -0.103, 0.001, 0.074, -0.107, 0.008, 0.012, -0.103], "e_lumo_ha": 0.107, "charge": -1, "spin_multiplicity": 1, "fmax_ev_per_a": 4.6, "relative_energy_kcal_mol": 48.59}


# 4
{"formula": "C3H28NO9", "method": "wB97M-V/def2-TZVPD", "elements": ["C", "C", "N", "C", "H", "H", "H", "H", "H", "H", "H", "H", "H", "H", "H", "H", "O", "H", "H", "O", "H", "H", "O", "H", "H", "O", "H", "H", "O", "H", "H", "O", "H", "H", "O", "H", "H", "O", "H", "H", "O"], "coordinates": [[-2.922, -0.661, 0.999], [-1.813, -0.118, 1.885], [-0.736, 0.654, 1.191], [0.397, 0.872, 2.114], [-3.122, -1.706, 1.212], [-3.864, -0.116, 1.075], [-2.756, -0.509, -0.070], [-2.109, 0.458, 2.760], [-1.316, -1.034, 2.241], [-1.106, 1.504, 0.710], [-0.436, 0.098, 0.366], [-0.005, 1.427, 2.957], [1.116, 1.523, 1.604], [0.896, -0.061, 2.348], [1.407, -2.429, -2.567], [2.381, -1.873, -1.430], [1.723, -1.643, -2.107], [0.092, -2.113, 3.779], [-0.404, -3.207, 2.808], [-0.696, -2.476, 3.364], [0.770, 1.931, -1.255], [-0.495, 2.337, -1.796], [-0.178, 1.681, -1.158], [3.522, 2.238, 0.463], [2.999, 1.503, -0.683], [2.834, 1.582, 0.274], [2.415, 1.358, -3.202], [1.767, 0.116, -2.304], [1.962, 1.060, -2.413], [-2.552, 3.063, -0.303], [-2.782, 3.163, 1.287], [-2.405, 2.666, 0.556], [-1.615, 0.477, -3.572], [-1.306, -0.730, -4.366], [-1.792, -0.470, -3.572], [4.007, -1.672, 0.291], [3.136, -0.650, 0.588], [3.043, -1.620, 0.453], [0.288, -1.812, -1.012], [-1.101, -1.137, -0.972], [-0.494, -1.664, -0.441]], "lowdin_charge": [-0.059, -0.200, -0.063, -0.003, 0.088, 0.076, 0.068, 0.130, 0.072, 0.091, 0.103, 0.103, 0.069, 0.096, 0.092, 0.044, -0.049, 0.049, 0.061, -0.047, 0.038, 0.064, -0.064, 0.071, 0.027, -0.063, 0.075, 0.017, -0.062, 0.066, 0.080, -0.020, 0.026, 0.046, -0.049, 0.074, 0.030, -0.062, 0.012, 0.020, -0.049], "e_lumo_ha": -0.097, "charge": 1, "spin_multiplicity": 1, "fmax_ev_per_a": 2.3, "relative_energy_kcal_mol": 31.69}


# 5
{"formula": "C3H29HfO22", "method": "wB97M-V/def2-TZVPD", "elements": ["Hf", "C", "O", "O", "O", "H", "C", "O", "O", "O", "H", "C", "O", "O", "O", "H", "O", "H", "H", "O", "H", "H", "O", "H", "H", "O", "H", "H", "O", "H", "H", "O", "H", "H", "O", "H", "H", "O", "H", "H", "O", "H", "H", "O", "H", "H", "O", "H", "H", "O", "H", "H", "O", "H", "H"], "coordinates": [[-12.800, -3.592, 17.991], [-12.785, -5.231, 15.234], [-13.109, -4.652, 16.324], [-13.622, -5.078, 14.154], [-11.829, -6.016, 15.229], [-14.384, -4.513, 14.278], [-9.901, -3.780, 17.973], [-10.972, -4.312, 17.604], [-8.731, -4.332, 17.652], [-10.026, -2.717, 18.680], [-8.773, -5.236, 17.287], [-15.321, -3.251, 17.864], [-14.533, -2.713, 17.088], [-16.681, -3.223, 17.753], [-14.646, -3.856, 18.733], [-17.025, -2.784, 17.026], [-12.952, -5.711, 18.776], [-12.268, -6.255, 19.146], [-13.546, -6.434, 18.509], [-12.031, -2.237, 16.572], [-12.210, -1.293, 16.503], [-11.568, -2.442, 15.760], [-15.000, -2.547, 14.383], [-15.847, -2.993, 14.319], [-15.071, -1.980, 15.155], [-9.083, -5.503, 14.826], [-8.722, -4.629, 14.657], [-10.002, -5.521, 15.053], [-11.622, -4.319, 11.745], [-11.594, -4.353, 10.803], [-11.618, -5.292, 11.987], [-17.163, -6.038, 14.315], [-16.682, -6.720, 13.856], [-17.024, -5.258, 13.827], [-10.909, -7.004, 12.735], [-11.584, -7.221, 12.071], [-11.299, -6.823, 13.593], [-11.615, -7.933, 17.383], [-10.731, -8.215, 17.195], [-11.696, -7.296, 16.687], [-14.928, -7.092, 12.594], [-14.277, -6.790, 13.196], [-15.422, -7.850, 12.995], [-14.584, -7.043, 17.236], [-15.385, -6.592, 17.006], [-14.310, -7.556, 16.483], [-13.393, -8.192, 14.966], [-13.144, -8.704, 14.195], [-12.998, -7.312, 14.944], [-13.293, -2.026, 12.079], [-12.587, -2.686, 12.078], [-13.733, -2.036, 12.914], [-14.453, -4.717, 11.249], [-14.674, -5.668, 11.299], [-13.761, -4.464, 11.816]], "lowdin_charge": [1.958, -0.591, -0.101, 0.135, 0.012, 0.088, -0.699, -0.149, 0.173, 0.005, 0.133, -0.632, -0.062, 0.244, -0.052, 0.101, -0.073, 0.088, 0.057, -0.022, 0.140, 0.134, -0.018, 0.063, 0.047, -0.020, 0.056, -0.029, -0.058, 0.056, 0.040, -0.014, 0.001, 0.002, -0.034, 0.061, -0.012, -0.011, 0.049, -0.021, -0.048, -0.023, 0.089, 0.003, 0.060, 0.015, -0.026, 0.078, -0.016, -0.042, -0.011, -0.036, -0.047, 0.022, -0.063], "e_lumo_ha": -0.180, "charge": 1, "spin_multiplicity": 1, "fmax_ev_per_a": 5.9, "relative_energy_kcal_mol": 46.49}


# 6
{"formula": "C3H29N2O13", "method": "wB97M-V/def2-TZVPD", "elements": ["O", "C", "N", "C", "N", "C", "O", "H", "H", "H", "H", "H", "H", "H", "H", "H", "O", "H", "H", "O", "H", "H", "O", "H", "H", "O", "H", "H", "O", "H", "H", "O", "H", "H", "O", "H", "H", "O", "H", "H", "O", "H", "H", "O", "H", "H", "O"], "coordinates": [[2.561, 2.758, 2.369], [2.227, 2.237, 1.381], [2.991, 2.240, 0.211], [1.026, 1.274, 1.397], [1.518, -0.120, 0.937], [0.603, -0.826, 0.013], [0.980, -0.426, -1.234], [2.727, 1.783, -0.623], [3.901, 2.444, 0.355], [0.236, 1.665, 0.785], [0.676, 1.214, 2.508], [2.432, -0.227, 0.616], [-0.429, -0.941, 0.277], [1.070, -1.974, -0.063], [0.795, 1.688, -1.282], [0.249, 3.133, -0.778], [0.923, 2.645, -1.409], [-3.623, 0.188, -0.275], [-4.534, 0.887, 0.650], [-3.629, 0.500, 0.593], [-2.712, -1.223, 0.870], [-2.991, -2.361, 1.835], [-3.023, -2.177, 0.972], [-0.717, 0.109, -1.995], [-0.673, 0.751, -3.452], [-1.356, 0.477, -2.787], [-2.729, -3.116, -0.769], [-1.763, -3.786, -1.676], [-2.685, -3.713, -1.519], [-0.494, 0.574, 4.526], [0.003, 0.127, 3.186], [-0.284, -0.211, 4.070], [1.807, -3.020, -2.012], [3.125, -2.431, -1.636], [2.691, -3.275, -1.968], [3.484, 0.234, -2.324], [2.364, -0.190, -1.372], [3.313, 0.263, -1.420], [-1.588, 2.763, -0.918], [-2.121, 3.255, 0.507], [-1.896, 3.558, -0.344], [-3.982, -0.827, -2.078], [-2.994, -0.655, -3.109], [-3.872, -0.256, -2.818], [0.138, -2.663, 3.393], [0.587, -2.785, 1.940], [0.410, -3.337, 2.760]], "lowdin_charge": [0.077, -0.541, 0.164, -0.077, -0.002, -0.390, -0.314, 0.019, 0.058, 0.079, 0.101, 0.059, 0.080, 0.129, -0.013, 0.073, -0.109, -0.020, 0.087, -0.033, 0.049, -0.026, -0.021, 0.080, 0.059, -0.158, -0.020, 0.008, -0.046, 0.007, 0.001, -0.056, -0.031, 0.057, -0.065, -0.001, -0.020, -0.125, 0.074, -0.005, -0.072, -0.019, 0.050, -0.088, 0.002, 0.030, -0.092], "e_lumo_ha": 0.082, "charge": -1, "spin_multiplicity": 1, "fmax_ev_per_a": 6.5}


# 7
{"formula": "C3H2AgLiO3", "method": "wB97M-V/def2-TZVPD", "elements": ["C", "C", "O", "Ag", "H", "H", "O", "C", "Li", "O"], "coordinates": [[-3.125, 0.534, 0.123], [-2.191, -0.379, 0.133], [-1.486, -1.317, 0.051], [0.971, -2.322, -0.247], [-3.968, 0.420, -0.558], [-3.116, 1.308, 0.891], [3.350, 1.558, 0.160], [2.447, 0.777, -0.096], [4.574, -0.114, -0.177], [2.544, -0.464, -0.281]], "lowdin_spin": [0.000, 0.001, 0.001, 0.006, 0.000, 0.000, 0.196, 0.567, 0.045, 0.184], "e_lumo_ha": [-0.195, -0.196], "charge": 1, "spin_multiplicity": 2, "fmax_ev_per_a": 1.6, "relative_energy_kcal_mol": 0.00}


| no. | total energy (eV) |
| --- | --- |
| 1 | -34794.7716 |
| 2 | -29045.8731 |
| 3 | -27578.5236 |
| 4 | -23477.7023 |
| 5 | -49931.9256 |
| 6 | -33179.1528 |
| 7 | -13481.5862 |